Model A:
Density functional theory data (the ωB97M-V functional and the def2-TZVPD basis) for a structure of composition C32H33FN4STaTe.

The geometry in ORCA input format:
```
! RIJCOSX wB97M-V def2-TZVPD def2/J DEFGRID3
* xyz 1 1
Ta -0.033 0.297 -0.115
C 0.508 -3.031 0.417
C 1.439 -2.651 1.578
C 2.139 -1.294 1.492
N 1.269 -0.105 1.489
C 1.327 0.786 2.496
C 1.886 0.503 3.751
C 2.151 1.312 4.841
C 2.034 2.686 4.969
C 1.512 3.553 4.028
C 0.860 3.251 2.844
C 0.618 2.030 2.206
N -0.245 1.926 1.170
C -1.370 2.851 1.057
C -1.382 3.684 -0.226
C -0.840 2.893 -1.419
N -1.107 1.456 -1.372
C -1.952 0.861 -2.274
C -3.002 1.565 -2.828
C -3.944 1.210 -3.801
C -3.982 0.092 -4.590
C -3.067 -0.969 -4.572
C -2.054 -1.240 -3.692
C -1.585 -0.532 -2.554
N -0.666 -1.019 -1.743
C -0.126 -2.359 -1.979
C 0.998 -2.743 -1.013
H -0.457 -2.548 0.565
H 0.315 -4.100 0.515
H 2.243 -3.389 1.648
H 0.863 -2.714 2.506
H 2.717 -1.272 0.567
H 2.868 -1.234 2.297
H 2.115 -0.542 3.915
H 2.553 0.794 5.704
H 2.387 3.122 5.894
H 1.570 4.608 4.268
H 0.479 4.110 2.305
H -1.449 3.499 1.928
H -2.271 2.230 1.062
H -0.772 4.583 -0.121
H -2.411 4.008 -0.397
H 0.250 2.977 -1.414
H -1.184 3.339 -2.351
H -3.147 2.553 -2.408
H -4.722 1.944 -3.974
H -4.772 0.035 -5.327
H -3.195 -1.703 -5.359
H -1.516 -2.155 -3.902
H 0.287 -2.400 -2.993
H -0.934 -3.097 -1.916
H 1.753 -1.956 -1.043
H 1.477 -3.634 -1.424
Te -2.393 -0.722 0.998
C -2.162 -2.220 2.458
C -2.359 -3.563 2.316
C -2.205 -4.276 3.533
C -1.898 -3.465 4.580
S -1.801 -1.824 4.099
H -2.608 -4.026 1.371
H -2.320 -5.347 3.624
H -1.742 -3.736 5.613
F 4.839 0.728 -4.299
C 3.841 0.687 -3.407
C 2.533 0.728 -3.854
C 1.512 0.626 -2.922
C 1.748 0.496 -1.544
C 3.091 0.544 -1.153
C 4.138 0.623 -2.062
H 2.326 0.835 -4.910
H 0.502 0.665 -3.307
H 3.350 0.542 -0.099
H 5.171 0.634 -1.738
*
```

The HOMO energy comes out at -10.0478 eV. The value obtained for the gap between HOMO and LUMO is 6.26 eV. The LUMO energy comes out at -0.1392 Eh.

Model B:
Density functional theory data (the ωB97M-V functional and the def2-TZVPD basis) for a structure of composition C32H33FN4STaTe.

The geometry in ORCA input format:
```
! RIJCOSX wB97M-V def2-TZVPD def2/J DEFGRID3
* xyz 1 1
Ta -0.082 0.364 -0.074
C 1.304 -2.719 0.124
C 2.449 -2.213 1.004
C 2.704 -0.717 0.914
N 1.562 0.149 1.271
C 1.607 0.913 2.356
C 2.490 0.654 3.431
C 2.835 1.421 4.515
C 2.406 2.702 4.877
C 1.413 3.419 4.266
C 0.580 3.057 3.199
C 0.580 1.948 2.379
N -0.376 1.768 1.408
C -1.704 2.392 1.530
C -2.024 3.382 0.420
C -1.516 2.925 -0.948
N -1.462 1.461 -1.106
C -2.259 0.799 -2.022
C -3.409 1.388 -2.498
C -4.334 0.981 -3.470
C -4.351 -0.152 -4.234
C -3.429 -1.202 -4.164
C -2.333 -1.369 -3.357
C -1.758 -0.532 -2.369
N -0.677 -0.900 -1.689
C 0.004 -2.163 -2.031
C 1.367 -2.334 -1.363
H 0.360 -2.387 0.554
H 1.266 -3.808 0.203
H 3.384 -2.708 0.725
H 2.242 -2.499 2.039
H 2.967 -0.455 -0.106
H 3.575 -0.440 1.507
H 2.980 -0.310 3.381
H 3.565 0.966 5.176
H 2.887 3.155 5.733
H 1.210 4.399 4.682
H -0.171 3.797 2.952
H -1.836 2.871 2.498
H -2.428 1.574 1.500
H -1.579 4.358 0.625
H -3.108 3.524 0.413
H -0.496 3.289 -1.088
H -2.093 3.395 -1.740
H -3.646 2.339 -2.041
H -5.148 1.678 -3.635
H -5.158 -0.257 -4.947
H -3.614 -2.030 -4.838
H -1.825 -2.310 -3.501
H 0.156 -2.179 -3.113
H -0.644 -3.009 -1.775
H 1.957 -1.433 -1.544
H 1.888 -3.116 -1.919
Te 1.800 1.602 -1.757
C 3.361 0.425 -2.467
C 3.325 -0.395 -3.561
C 4.580 -1.022 -3.822
C 5.541 -0.653 -2.931
S 4.939 0.479 -1.802
H 2.435 -0.541 -4.158
H 4.755 -1.709 -4.638
H 6.574 -0.965 -2.899
F -3.862 -3.149 3.635
C -3.024 -2.473 2.835
C -1.891 -1.903 3.385
C -1.036 -1.201 2.551
C -1.275 -1.055 1.172
C -2.435 -1.669 0.677
C -3.318 -2.368 1.494
H -1.696 -2.013 4.444
H -0.155 -0.765 3.004
H -2.684 -1.617 -0.376
H -4.214 -2.832 1.102
*
```

The HOMO energy comes out at -9.9905 eV. The value obtained for the gap between HOMO and LUMO is 6.27 eV. The LUMO energy comes out at -0.1367 Eh.

Which structure loses on stability? model A does.

Model A:
Density functional theory data (the ωB97M-V functional and the def2-TZVPD basis) for a cluster of 2 separate species, C8H12O2 in total.

The geometry in ORCA input format:
```
! RIJCOSX wB97M-V def2-TZVPD def2/J DEFGRID3
* xyz 0 1
C 2.461 -0.110 0.310
C 1.094 -0.103 0.956
C -0.058 -0.465 0.268
C -1.320 -0.429 0.844
C -1.432 -0.110 2.191
O -2.632 0.019 2.840
C -0.292 0.175 2.915
C 0.968 0.138 2.328
H 2.584 0.839 -0.213
H 2.624 -0.980 -0.325
H 3.228 -0.117 1.081
H 0.043 -0.653 -0.800
H -2.164 -0.723 0.230
H -3.339 -0.291 2.269
H -0.362 0.430 3.964
H 1.860 0.092 2.940
C -0.567 0.725 -3.752
O -0.129 -0.329 -2.908
H -1.504 0.485 -4.268
H 0.182 0.996 -4.494
H -0.804 1.577 -3.122
H -0.441 -1.166 -3.253
*
```

The HOMO energy comes out at -8.1506 eV. The value obtained for the gap between HOMO and LUMO is 8.85 eV. The LUMO energy comes out at 0.0256 Eh. As for the structure (SMILES): Cc1ccc(O)cc1.CO.

Model B:
Density functional theory data (the ωB97M-V functional and the def2-TZVPD basis) for the molecule C8H12O2.

The geometry in ORCA input format:
```
! RIJCOSX wB97M-V def2-TZVPD def2/J DEFGRID3
* xyz 0 1
O -3.852 -0.028 -0.212
C -2.645 0.030 -0.200
C -1.673 1.326 -0.251
C -0.380 0.687 0.219
C 1.050 1.278 0.149
C 1.999 0.040 0.285
O 2.794 0.050 -0.815
C 1.054 -1.261 0.159
C -0.235 -0.673 -0.363
C -1.680 -1.217 -0.029
H -1.265 1.603 -1.206
H -2.019 2.176 0.275
H -0.469 0.522 1.266
H 1.334 1.792 -0.823
H 1.232 1.896 1.064
H 2.435 0.183 1.351
H 3.670 -0.361 -0.686
H 1.551 -2.125 -0.201
H 0.835 -1.577 1.216
H -0.173 -0.658 -1.418
H -1.575 -1.716 0.896
H -1.987 -1.967 -0.676
*
```

The HOMO energy comes out at -9.4558 eV. The value obtained for the gap between HOMO and LUMO is 10.16 eV. The LUMO energy comes out at 0.0260 Eh. As for the structure (SMILES): O=C1C[C@@H]2CC(O)C[C@H]2C1.

Which structure loses on stability? model B does.

Model A:
Density functional theory data (the ωB97M-V functional and the def2-TZVPD basis) for the ion H2NO2S with charge -1.

The geometry in ORCA input format:
```
! RIJCOSX wB97M-V def2-TZVPD def2/J DEFGRID3
* xyz -1 1
N -1.123 -0.681 0.272
S 0.692 -0.672 0.531
O 1.445 -1.929 0.595
O 1.132 0.308 1.562
H -1.359 -0.013 0.974
H 1.348 -0.071 -0.570
*
```

The HOMO energy comes out at -3.8367 eV. The value obtained for the gap between HOMO and LUMO is 8.12 eV. The LUMO energy comes out at 0.1575 Eh. As for the structure (SMILES): N=[S@H](=O)[O-].

Model B:
Density functional theory data (the ωB97M-V functional and the def2-TZVPD basis) for the ion H2NO2S with charge -1.

The geometry in ORCA input format:
```
! RIJCOSX wB97M-V def2-TZVPD def2/J DEFGRID3
* xyz -1 1
N -0.414 -1.256 -0.823
O 0.495 -0.381 -0.547
O -1.548 0.848 0.863
S -0.054 0.880 0.973
H -0.276 -2.117 -0.245
H 0.378 1.867 0.081
*
```

The HOMO energy (alpha / beta) comes out at -1.8735 / -2.1378 eV. The value obtained for the gap between HOMO and LUMO (alpha / beta) is 6.08 / 6.22 eV. The LUMO energy (alpha / beta) comes out at 0.1548 / 0.1502 Eh.

Which structure loses on stability? model B does.